(1)
# C21H39NO3

A single C21H39NO3 molecule (ωB97M-V/def2-TZVPD, the OMol25 dataset).

Each line ends with the natural charge from an NBO analysis.
CARTESIAN COORDINATES (ANGSTROEM)
O -4.893067 2.655987 3.763808  -0.57
O -3.937675 -3.403693 -1.711407  -0.55
O -4.917952 -4.176241 0.260811  -0.56
N -4.922184 1.035170 1.905472  -0.69
C -3.896766 -0.543455 0.328865  -0.44
C -2.458821 -4.175803 0.285743  -0.73
C -3.056460 2.042292 0.818019  -0.24
C -3.575681 -0.930784 -1.194757  -0.45
C -4.676940 2.311842 2.589018  0.70
C -0.868274 1.282768 -0.484971  -0.41
C 4.518264 0.649054 -1.571487  -0.41
C -3.888518 -3.926121 -0.396620  0.81
C 4.754261 0.820334 0.992911  -0.40
C 1.538463 1.390641 -1.630682  -0.42
C 3.618849 0.149172 -2.793795  -0.41
C -3.966187 3.226346 1.450897  -0.50
C -4.567554 -2.099789 -1.738783  -0.08
C 5.491258 -0.967076 2.861898  -0.41
C 4.307891 -0.165864 -0.202573  -0.41
C 5.080349 -2.395516 2.244572  -0.63
C 2.246297 0.950378 -2.997534  -0.40
C -4.231577 1.002215 0.552449  0.02
C -0.067266 1.424505 -1.886776  -0.40
C -2.024008 2.406441 -0.340878  -0.41
C 4.480490 0.218549 2.451962  -0.40
H -5.566616 -2.087933 -1.179402  0.20
H -5.885711 0.679143 1.920238  0.40
H -1.469064 3.356798 0.002535  0.21
H 5.729691 -2.543081 1.309557  0.21
H 3.392873 -0.973565 -2.744962  0.20
H -2.498045 2.659928 -1.342736  0.21
H 1.508320 0.264351 -3.555978  0.20
H 4.221954 0.289248 -3.764782  0.21
H -1.256380 0.222338 -0.349824  0.20
H -1.679557 -4.021376 -0.528384  0.23
H -0.409426 0.583025 -2.585068  0.20
H 3.395851 -0.143392 2.589998  0.20
H -4.855649 3.388811 0.738817  0.21
H 3.979169 -2.430500 1.951831  0.21
H -4.834425 -1.126177 0.649316  0.22
H 5.250700 -3.230457 3.004124  0.21
H 5.612790 0.468902 -1.881070  0.21
H -2.400709 1.773162 1.708767  0.22
H 5.055531 -1.022794 -0.212421  0.20
H -0.094785 1.519874 0.332745  0.20
H -4.769634 -1.846621 -2.840692  0.20
H -5.053181 1.378800 -0.157447  0.18
H -2.361354 -5.248079 0.650396  0.25
H -0.336803 2.438574 -2.359182  0.20
H -3.455340 4.180990 1.782171  0.24
H 6.583055 -0.724630 2.653318  0.20
H -3.733031 -0.048418 -1.911877  0.22
H 4.118125 1.765978 0.870729  0.20
H 1.687307 0.646864 -0.777931  0.20
H -2.998553 -0.822798 0.977908  0.22
H 4.447944 1.778637 -1.383296  0.21
H 1.814333 2.456585 -1.320729  0.21
H -2.502780 -1.300907 -1.346923  0.22
H 5.860130 1.129146 0.912398  0.21
H 4.654215 1.049067 3.231318  0.21
H 5.404696 -1.081026 4.003230  0.20
H 3.268553 -0.601422 -0.065265  0.20
H -2.319583 -3.424500 1.138993  0.25
H 2.408197 1.866099 -3.676583  0.21

Cartesian forces (eV/Å) of the 3 atoms listed first:
0.109 -1.570 -3.438
0.174 0.066 2.138
3.037 1.047 -2.413

Computed properties:
SMILES string: CCCCCCCCCCCC[C@H]1CC(=O)N[C@@H]1CCCOC(C)=O
HOMO-LUMO gap: 9.83 eV
LUMO level: 0.01794 Ha
highest occupied orbital energy: -9.3 eV

(2)
# C34H62Br4Cl2N2O16V

A molecular structure, C34H62Br4Cl2N2O16V (ωB97M-V/def2-TZVPD, the OMol25 dataset).

Each line ends with the Mulliken charge.
CARTESIAN COORDINATES (ANGSTROEM)
Br -3.285887 4.393089 7.917130  -0.03
Br -0.873837 1.252912 -1.799488  -0.79
Br -5.204920 2.151054 6.772020  0.00
Br -5.316462 5.100820 5.565416  -0.06
V 1.687072 -6.102950 1.548540  1.44
Cl 3.977631 -1.134947 0.678021  -0.17
Cl 4.256763 -2.798821 3.254741  -0.24
O 3.774721 2.185754 2.816559  -0.55
O 0.138628 -6.007416 -8.591597  -0.43
O 0.511920 3.873506 -0.621910  -0.29
O -1.545617 -5.074722 -7.802375  -0.42
O -5.564802 5.508011 -0.926734  -0.58
O 9.500333 1.813803 -1.459484  -0.33
O 0.898194 -2.625382 -0.460737  -0.66
O -1.044113 -7.108276 -7.080266  -0.51
O 1.991985 -6.892311 0.049019  -1.11
O -1.738210 0.269996 0.796042  -0.46
O 1.387288 -5.286341 3.016480  -1.14
O -2.052890 0.674322 7.315151  -0.76
O 7.395349 2.498225 -1.738642  -0.36
O 0.090455 -0.423876 -0.534593  -0.18
O 9.051657 4.019669 -1.570876  -0.53
O -2.022819 4.054906 1.143344  0.00
N 1.592364 -5.871732 -3.848381  1.15
N -5.458154 7.709243 -0.520275  -0.12
C 2.822183 -6.534760 -3.274713  -0.66
C 2.716671 -2.143249 2.829913  1.12
C 1.369730 -0.923704 1.230791  1.17
C 0.400336 -6.819299 -3.821579  -0.38
C -1.146016 1.263483 4.479469  -1.16
C -2.513347 1.917928 4.607043  0.00
C 0.556906 0.000038 1.675983  0.28
C -6.556002 6.930399 -2.575195  -1.45
C -0.310273 -6.514632 -2.519246  -0.67
C -1.767991 5.425414 1.338892  -1.12
C 0.809488 -1.509007 -0.011365  -0.22
C 7.403714 1.080726 -2.010335  0.47
C -0.834334 -6.120871 -7.789565  0.88
C 6.138965 0.417048 -1.533257  -1.37
C -4.232089 2.979169 0.924037  -0.88
C 3.707337 -7.258026 -4.277453  -0.68
C -3.468367 1.320586 3.558352  0.60
C 1.812327 -5.347340 -5.216373  -1.50
C 1.181131 -4.696663 -2.938446  -0.65
C -0.226185 -4.997192 -2.459112  -0.54
C -4.737321 2.115573 3.269216  -1.23
C -0.355430 1.756113 3.277660  0.56
C 0.775125 0.805995 2.881050  -0.25
C 2.625517 -1.439238 1.704820  -0.78
C -3.177203 3.812843 0.290942  -0.52
C 8.685541 2.891455 -1.588897  0.62
C -5.680093 9.119898 -0.783560  -0.91
C -5.824220 6.643384 -1.284449  0.84
C -0.580924 0.045501 0.670232  0.34
C 1.637514 -2.465920 3.767715  -1.12
C 3.126545 -8.529488 -4.900393  -1.28
C -4.515628 3.314535 2.379176  -0.23
C 8.661223 0.659503 -1.287560  -0.49
C -4.997439 4.015621 7.134215  -0.31
H -1.336562 -6.878561 -2.512346  0.47
H 3.410404 -5.744452 -2.820238  0.37
H 0.136948 4.276399 -1.421659  0.45
H -5.110208 3.105846 0.317796  0.60
H -2.806019 3.396996 -0.636599  0.24
H -1.550516 0.347790 8.073661  0.13
H -3.987718 1.930246 0.860927  0.35
H 0.917209 3.007087 -0.870488  0.23
H -3.676578 0.292642 3.796250  0.49
H 4.042239 -6.579115 -5.066104  0.34
H 0.932570 -4.783685 -5.515251  0.52
H -1.880310 6.007835 0.432361  0.44
H -3.632432 4.755158 0.044655  0.34
H -0.619442 1.493363 5.385847  0.42
H 9.127221 -0.224278 -1.714137  0.33
H 0.104030 2.684824 3.585454  0.49
H 0.215943 -6.964838 -1.674212  0.24
H 4.502228 1.629269 2.518752  0.27
H 6.063872 0.451275 -0.446670  0.26
H -0.986270 1.993678 2.436829  -0.54
H 0.953315 0.126705 3.696631  0.39
H -1.287485 0.195242 4.385635  0.26
H -7.492102 7.452296 -2.375077  0.39
H 8.504096 0.504054 -0.218433  0.29
H 4.611723 -7.535489 -3.733852  0.46
H -5.241869 2.418163 4.173098  0.13
H -6.778486 5.990322 -3.067719  0.29
H -4.977265 7.453111 0.326958  0.20
H -5.425379 3.896698 2.431747  0.37
H -0.252140 3.719270 0.083079  0.37
H -3.712323 3.881494 2.822915  0.09
H 5.264923 0.931550 -1.929166  0.42
H -2.423842 2.995388 4.503416  0.08
H 1.870038 -4.643656 -2.101872  0.19
H 0.749289 -7.843264 -3.897120  0.35
H -5.937780 7.536413 -3.238137  0.39
H -2.447880 5.817320 2.078787  0.28
H -2.919596 1.299133 2.630023  -0.62
H 2.218730 -8.340026 -5.475092  0.31
H -6.205480 9.263457 -1.720047  0.34
H -5.404334 1.447426 2.738152  0.39
H -5.745962 4.289954 7.858871  0.36
H 1.238412 -3.775655 -3.510931  0.20
H 4.199783 2.888105 3.317653  0.25
H -2.859365 1.687976 5.606411  0.04
H 0.740826 -1.909000 3.598044  0.14
H -0.401937 -4.608303 -1.460582  0.36
H -0.764869 5.571216 1.690324  0.32
H 2.902847 -9.271451 -4.132845  0.32
H -6.271914 9.555709 0.022813  0.30
H 7.509796 0.952709 -3.091263  0.28
H -0.960672 -4.539882 -3.125896  0.33
H 1.682782 1.374767 2.741239  -0.10
H -4.722361 9.640567 -0.833681  0.29
H 6.105031 -0.624145 -1.851195  0.42
H 2.683022 -4.697713 -5.195805  0.35
H -0.233415 -6.581126 -4.674747  0.12
H 1.955674 -6.173699 -5.905761  0.40
H 1.422545 -3.534148 3.689034  0.21
H 2.492958 -7.192946 -2.473191  0.41
H 1.989017 -2.240365 4.763099  0.40
H 3.850995 -8.970014 -5.585459  0.40

Cartesian forces (eV/Å) of the 3 atoms listed first:
0.064 0.022 -0.033
-0.750 4.026 -2.644
-0.206 -0.032 0.432

Computed properties:
charge: -1
HOMO-LUMO gap: 0.92 eV
LUMO level: -0.11895 Ha
highest occupied orbital energy: -4.2 eV

(3)
# C8H16O2Si

2 unconnected molecules or ions with the total composition C8H16O2Si (ωB97M-V/def2-TZVPD, the OMol25 dataset).

Each line ends with the natural charge from an NBO analysis.
CARTESIAN COORDINATES (ANGSTROEM)
Si 2.286127 0.165262 -0.384793  1.18
O 0.167293 2.332776 1.032869  -0.58
O -0.730855 1.206969 -0.737900  -0.51
C 3.503660 1.645036 -0.258366  -1.08
C -0.718527 1.653862 0.570000  0.81
C -2.354486 -0.282572 0.934743  -0.42
C 2.112663 -1.465476 0.358096  -0.83
C 1.242150 -2.512343 -0.247406  -0.65
C -1.774233 0.461430 -1.285290  -0.06
C -1.839653 1.177244 1.425613  -0.53
C -2.279516 -0.744419 -0.499555  -0.42
H 1.930494 0.353404 -1.863759  -0.20
H -2.608797 2.036329 1.438621  0.24
H -2.617667 1.117982 -1.497034  0.17
H 4.413939 1.378886 -0.790325  0.24
H 2.359607 -1.728517 1.378294  0.22
H -3.302891 -1.140630 -1.011545  0.22
H 3.695509 1.835055 0.786676  0.24
H 0.757604 -2.103003 -1.126749  0.21
H -1.486131 1.171283 2.464832  0.26
H -1.949490 -1.129421 1.570427  0.22
H 2.909701 2.463996 -0.789592  0.25
H -3.380670 -0.270913 1.258642  0.22
H 1.810052 -3.364812 -0.579805  0.21
H -1.553743 -1.480059 -0.564529  0.21
H 0.698104 -2.963111 0.594157  0.20
H -1.290253 0.185758 -2.176311  0.20

Cartesian forces (eV/Å) of the 3 atoms listed first:
0.611 -1.281 -0.576
-0.072 -0.324 -1.316
1.670 1.534 2.442

Computed properties:
SMILES string: C/C=[SiH]/C.O=C1CCCCO1
HOMO-LUMO gap: 8.17 eV
LUMO level: 0.02840 Ha
highest occupied orbital energy: -7.4 eV
energy above the lowest of the compared OMol25 structures with the same formula, charge and spin: 92.5 kcal per mole

(4)
# C6H9IN

2 unconnected molecules or ions with the total composition C6H9IN (ωB97M-V/def2-TZVPD, the OMol25 dataset).

Each line ends with the natural charge from an NBO analysis.
CARTESIAN COORDINATES (ANGSTROEM)
I 4.063561 -0.376265 -0.371850  0.74
N -2.170054 -0.862758 0.011131  -0.62
C -1.311884 -1.457754 1.055698  -0.29
C 2.439520 2.232030 0.248216  -0.82
C -0.018464 -0.780233 0.870998  0.02
C -1.876512 -0.796768 -1.314175  -0.40
C 2.621728 0.885043 -0.136185  0.05
C 0.942249 -0.145709 0.446474  -0.10
H -0.954097 -1.274455 -1.532275  0.20
H -1.315988 -2.500316 0.909397  0.23
H -2.688234 -1.336386 -2.001228  0.20
H 2.013543 2.206878 1.366466  0.37
H -1.715406 0.274301 -1.639771  0.18
H -2.982924 -0.280223 0.223451  0.39
H 3.221402 2.930508 0.020895  0.28
H 1.480863 2.601675 -0.197171  0.33
H -1.749299 -1.319575 2.039930  0.25

Cartesian forces (eV/Å) of the 3 atoms listed first:
0.674 -0.091 -0.557
-2.003 0.092 3.478
-1.304 1.981 -1.289

Computed properties:
charge: +1
HOMO-LUMO gap (alpha / beta): 4.16 / 4.16 eV
LUMO level (alpha / beta): -0.25960 / -0.25962 Ha
highest occupied orbital energy (alpha / beta): -11.2 / -11.2 eV
energy above the lowest of the compared OMol25 structures with the same formula, charge and spin: 121.6 kcal per mole